{"formula": "C6H14NS", "method": "ωB97M-V with the def2-TZVPD basis set", "lumo_energy_ev": -3.2, "relative_energy_kcal_mol": 69.88, "charge": 1, "homo_energy_ev": -13.383, "species": ["C", "C", "C", "C", "C", "C", "N", "S", "H", "H", "H", "H", "H", "H", "H", "H", "H", "H", "H", "H", "H", "H"], "coordinates": [[-0.622152, -0.981281, 0.294862], [-0.734062, 1.357848, -0.383949], [1.305791, -0.071423, 0.056130], [2.217393, -0.474356, 1.280084], [1.764167, -0.440991, -1.263668], [-2.750086, 0.329834, -0.049661], [-1.386448, 0.269481, 0.454857], [0.914918, 1.726606, 0.123383], [-0.826575, -1.513687, -0.607592], [-0.569098, -1.627178, 1.176059], [-0.705052, 0.761834, -1.380140], [-1.343217, 2.189227, -0.399125], [2.862579, 0.512661, 1.623550], [2.909925, -1.282949, 0.949112], [1.636574, -0.812333, 2.131049], [2.730413, 0.118233, -1.371530], [1.147438, -0.076626, -2.192215], [1.954163, -1.526831, -1.402737], [-2.655986, 0.096300, -1.066698], [-3.443328, -0.371562, 0.409457], [-3.054048, 1.353781, 0.119310], [-1.353308, 0.463413, 1.499452]], "forces_ev_per_a": [[3.56, 1.69, 0.36], [1.89, -2.88, -1.64], [-2.36, -0.71, 2.81], [1.27, 2.00, -0.99], [0.93, 0.04, -3.28], [-1.23, -0.36, 1.24], [0.83, 0.04, 2.18], [-0.53, -1.14, 0.61], [-0.25, -0.04, -0.64], [-0.28, 0.46, -0.17], [-0.11, 1.65, 1.23], [-1.20, 1.76, -0.25], [-1.54, -2.64, -0.88], [-0.41, 0.65, 0.42], [-0.02, 0.11, 0.07], [-0.44, -0.72, -0.18], [0.79, -0.62, 1.95], [-0.09, 0.65, 0.22], [-0.35, -0.13, -1.56], [0.23, -0.02, 0.24], [-0.63, -0.03, -0.18], [-0.04, 0.25, -1.56]]}

{"formula": "C6H14NSi", "method": "ωB97M-V with the def2-TZVPD basis set", "lumo_energy_ev": [-4.4, -5.0], "relative_energy_kcal_mol": 118.12, "charge": 1, "homo_energy_ev": [-13.766, -12.886], "species": ["C", "C", "C", "C", "C", "C", "N", "Si", "H", "H", "H", "H", "H", "H", "H", "H", "H", "H", "H", "H", "H", "H"], "coordinates": [[-0.358739, 0.684058, -1.773370], [0.390740, 0.529310, 1.193638], [2.161759, 0.574989, -0.753419], [1.789671, 0.472479, 0.665415], [-1.079219, -1.858075, -0.304181], [-2.463759, 0.889526, 0.701070], [2.332795, -0.655762, 0.010704], [-0.923663, -0.009238, -0.158685], [-0.530441, 1.737759, -2.113944], [0.067484, 0.043957, -2.598850], [0.291566, -0.053424, 2.011389], [0.140819, 1.596689, 1.594415], [2.939190, 0.873507, -1.493225], [2.426329, 1.115006, 1.375761], [-0.236947, -2.516610, -0.188328], [-1.756135, -2.158347, 0.485762], [-1.512872, -2.100208, -1.278027], [-2.560454, 1.916651, 0.575146], [-3.321938, 0.575362, 0.198003], [-2.528347, 0.608811, 1.678880], [1.596972, -1.295019, -0.209270], [3.135189, -0.971423, 0.381126]], "forces_ev_per_a": [[1.58, 0.17, -1.15], [-0.69, 2.61, -3.05], [-0.84, 0.54, -1.28], [0.47, 5.49, 1.71], [-0.46, 0.24, -0.18], [1.86, -1.58, -3.31], [-3.23, -0.31, -1.35], [-0.70, 1.71, 1.84], [0.36, -0.97, 0.51], [-0.78, 0.64, 0.93], [-0.26, -2.17, 2.86], [0.60, -1.73, -1.09], [-0.68, 0.24, 1.24], [-0.04, -1.72, -1.07], [0.74, -0.06, 0.04], [-0.40, -0.22, 0.08], [-0.18, -0.03, 0.16], [0.66, 2.08, -0.02], [-1.69, -1.03, -0.69], [-0.07, -0.72, 2.76], [-0.09, -1.36, -0.01], [3.84, -1.81, 1.07]]}

{"formula": "C6H14O", "method": "ωB97M-V with the def2-TZVPD basis set", "multiplicity": 2, "lumo_energy_ev": [3.5, 3.4], "relative_energy_kcal_mol": 0.00, "charge": -1, "homo_energy_ev": [1.104, -6.396], "species": ["C", "C", "C", "C", "C", "C", "H", "H", "H", "H", "H", "H", "H", "H", "H", "H", "H", "H", "H", "H", "O"], "coordinates": [[0.566482, 1.653137, 2.618394], [0.453020, 1.310106, 1.148854], [0.954654, -0.069682, 0.765310], [1.582682, -0.899807, 1.589222], [0.677152, -0.386236, -0.686371], [0.812812, -1.835842, -1.094002], [0.283607, 0.806980, 3.242982], [-0.118328, 2.466094, 2.899459], [1.538431, 2.061526, 2.923657], [-0.597464, 1.348503, 0.846729], [1.030027, 2.006725, 0.543548], [1.813600, -0.642294, 2.616560], [1.915693, -1.861631, 1.233448], [1.273102, 0.281600, -1.315409], [-0.362380, -0.102608, -0.882522], [1.838475, -2.215032, -1.008519], [0.527345, -1.967182, -2.144456], [0.161980, -2.496929, -0.539464], [-4.714092, -0.398331, -3.490024], [-3.387928, -0.116218, -2.752767], [-3.968392, 0.222558, -3.471367]], "forces_ev_per_a": [[-0.24, 0.87, 0.56], [0.20, -0.74, 0.17], [0.05, 0.26, -0.25], [0.04, 0.11, 0.03], [-0.43, -0.10, 0.39], [0.56, -0.24, -0.73], [0.18, -0.04, 0.07], [-0.09, -0.15, -0.27], [0.09, -0.55, -0.15], [0.05, 0.18, -0.13], [-0.18, 0.32, -0.15], [-0.09, -0.02, -0.03], [0.05, -0.16, 0.03], [0.10, -0.08, -0.04], [-0.09, 0.12, -0.07], [-0.07, 0.07, 0.09], [0.02, 0.16, 0.07], [-0.20, -0.05, 0.39], [0.19, 0.02, 0.12], [-0.15, 0.08, -0.18], [-0.01, -0.06, 0.08]]}

Copy entry 3 word for word.
{"formula": "C6H14O", "method": "ωB97M-V with the def2-TZVPD basis set", "multiplicity": 2, "lumo_energy_ev": [3.5, 3.4], "relative_energy_kcal_mol": 0.00, "charge": -1, "homo_energy_ev": [1.104, -6.396], "species": ["C", "C", "C", "C", "C", "C", "H", "H", "H", "H", "H", "H", "H", "H", "H", "H", "H", "H", "H", "H", "O"], "coordinates": [[0.566482, 1.653137, 2.618394], [0.453020, 1.310106, 1.148854], [0.954654, -0.069682, 0.765310], [1.582682, -0.899807, 1.589222], [0.677152, -0.386236, -0.686371], [0.812812, -1.835842, -1.094002], [0.283607, 0.806980, 3.242982], [-0.118328, 2.466094, 2.899459], [1.538431, 2.061526, 2.923657], [-0.597464, 1.348503, 0.846729], [1.030027, 2.006725, 0.543548], [1.813600, -0.642294, 2.616560], [1.915693, -1.861631, 1.233448], [1.273102, 0.281600, -1.315409], [-0.362380, -0.102608, -0.882522], [1.838475, -2.215032, -1.008519], [0.527345, -1.967182, -2.144456], [0.161980, -2.496929, -0.539464], [-4.714092, -0.398331, -3.490024], [-3.387928, -0.116218, -2.752767], [-3.968392, 0.222558, -3.471367]], "forces_ev_per_a": [[-0.24, 0.87, 0.56], [0.20, -0.74, 0.17], [0.05, 0.26, -0.25], [0.04, 0.11, 0.03], [-0.43, -0.10, 0.39], [0.56, -0.24, -0.73], [0.18, -0.04, 0.07], [-0.09, -0.15, -0.27], [0.09, -0.55, -0.15], [0.05, 0.18, -0.13], [-0.18, 0.32, -0.15], [-0.09, -0.02, -0.03], [0.05, -0.16, 0.03], [0.10, -0.08, -0.04], [-0.09, 0.12, -0.07], [-0.07, 0.07, 0.09], [0.02, 0.16, 0.07], [-0.20, -0.05, 0.39], [0.19, 0.02, 0.12], [-0.15, 0.08, -0.18], [-0.01, -0.06, 0.08]]}